Here is 2 unconnected molecules or ions with the total composition C7H12N3O from OMol25. Energies are from the ωB97M-V functional and the def2-TZVPD basis.

- LUMO energy (Eh) = -0.162
- frontier orbital gap (hartree) = 0.35076
- total energy (eV) = -13961.204
- maximum force (Eh/bohr) = 0.12178

Structure (ORCA input):
```
! RIJCOSX wB97M-V def2-TZVPD def2/J DEFGRID3
* xyz 1 1
C -2.8996 2.4500 -0.2497
C -1.7146 1.9988 0.2871
C 1.3644 0.8320 -0.6044
C 0.0163 -2.4355 0.7184
C 2.5451 -0.7073 0.9065
C 0.3725 -1.4296 -0.3558
C 1.2071 -0.1926 0.2313
N -2.8447 2.1092 -1.5488
N -1.7362 1.5079 -1.7775
N -1.0375 1.3933 -0.6719
O 1.6278 1.6155 -1.3725
H -3.7766 3.0052 0.1492
H -1.3039 2.0816 1.3810
H 0.8875 -2.7979 1.2710
H -0.6138 -1.8553 1.4646
H -0.5455 -3.3371 0.4480
H 3.2753 0.1032 1.1320
H 2.1964 -1.3915 1.7049
H 3.1827 -1.3238 0.2320
H -0.6262 -1.3323 -0.8835
H 0.9691 -2.0299 -0.9765
H 0.6953 0.3153 1.2237
H -1.2407 1.4207 -2.7092
*
```